(1)
C6H40N2O13 | ωB97M-V/def2-TZVPD

highest occupied orbital energy	-7.913	eV
HOMO-LUMO gap	7.9372	eV
relative energy (zero: lowest compared OMol25 entry of this formula, charge and spin)	5.582	eV
LUMO level	0.0	eV

```
! RIJCOSX wB97M-V def2-TZVPD def2/J DEFGRID3
* xyz 0 1
C -0.41471 0.89649 4.75587
C -0.11017 0.17236 3.44238
C -0.25189 1.33560 2.37677
C 0.12575 0.99898 0.89525
C 1.27841 0.25391 0.70881
C -1.97428 1.74218 -0.18656
N -0.54625 1.45714 -0.18747
N -1.12412 -0.84388 3.13244
H -1.37952 1.43434 4.61082
H -0.33536 0.17883 5.60777
H 0.33893 1.67904 5.03976
H 0.84974 -0.31848 3.25894
H -1.34568 1.76101 2.19672
H 0.12130 2.31545 2.55274
H 1.74843 0.03319 -0.25405
H 1.74408 -0.17737 1.48607
H -2.50917 1.59603 0.73604
H -2.52452 0.93434 -0.87470
H -2.14789 2.76422 -0.56147
H -0.20708 1.04547 -1.09817
H -1.80538 -1.12303 3.75832
H -1.66015 -0.77347 2.29889
H -0.38239 2.88703 -2.65106
H 0.11815 4.33378 -2.43222
O -0.13363 3.44421 -2.06332
H 4.88674 -1.71629 -0.80252
H 4.26884 -0.43443 -0.17375
O 4.73994 -0.82790 -0.85119
H 2.87333 -2.73223 -1.85482
H 2.29359 -2.11261 -3.16668
O 2.17755 -2.78810 -2.51872
H -0.40850 -0.70999 -3.36984
H -1.77891 -0.05338 -4.00937
O -0.80342 -0.01919 -4.03229
H 2.73875 -0.07012 -3.40216
H 1.63132 -0.49530 -4.28241
O 2.59578 -0.74167 -4.11978
H -4.80028 -1.09978 -1.54723
H -4.99518 -2.46890 -1.13278
O -5.23411 -1.56803 -0.84887
H -2.12804 -2.56454 -0.21237
H -2.95244 -3.14600 -1.58945
O -3.01624 -2.96830 -0.64597
H 3.89657 1.38469 -2.29171
H 2.49263 1.87546 -1.95731
O 3.00004 1.52368 -2.70107
H 1.60677 3.07739 -0.00149
H 0.94939 3.99647 1.08037
O 1.66006 3.53179 0.78921
H 0.76589 -2.70950 -1.97373
H -0.20997 -2.54831 -0.71047
O -0.05492 -2.26908 -1.60588
H -0.55850 -4.02927 1.28739
H -0.55060 -2.47228 1.55462
O -0.69566 -3.18239 0.83704
H 3.63798 1.96437 2.01572
H 3.07118 0.91581 0.96163
O 3.86487 1.15999 1.49417
H -3.99220 -1.91258 0.81027
H -4.47326 -0.56878 1.05859
O -3.97160 -1.24804 1.36428
*
```

Mulliken population analysis, charges in e, atoms 1 to 2: number 1, C, carries -1.43; number 2, C, carries 0.67

=====

(2)
C6H40NO13 | ωB97M-V/def2-TZVPD

expectation value of S²	0.7522
highest occupied orbital energy (alpha / beta)	-16.177 / -16.177	eV
HOMO-LUMO gap (alpha / beta)	9.0254 / 5.4026	eV
LUMO level (alpha / beta)	-7.2 / -10.8	eV

```
! RIJCOSX wB97M-V def2-TZVPD def2/J DEFGRID3
* xyz 2 2
C 0.57278 1.49327 -2.12529
C 0.60354 2.13591 -0.81970
C 0.78315 1.19958 0.46634
C 2.16608 0.71676 0.25020
C 3.25445 1.55369 0.38482
C 2.27418 -0.76840 -0.01268
N -0.77724 2.94021 -0.54267
H 0.24447 1.87601 -2.98247
H 0.07623 0.64536 -2.06639
H 1.64101 1.20693 -2.34396
H 1.24636 3.02025 -0.60685
H 0.06290 0.30947 0.52464
H 0.52975 1.64032 1.44829
H 3.23366 2.50303 0.82431
H 4.20076 1.32494 -0.06075
H 2.95094 -1.22631 -0.63099
H 2.45752 -1.09330 0.93792
H 1.44654 -1.31266 -0.36680
H -0.99505 3.00225 0.49622
H -1.56172 2.38432 -0.87955
H -0.72120 3.94071 -0.89615
H 2.22349 -1.88688 2.83003
H 1.94994 -3.20378 1.95977
O 1.69061 -2.68413 2.81104
H -0.55860 -1.13940 -3.88035
H -0.16419 -2.51455 -4.41274
O -0.19735 -1.95147 -3.69373
H -4.73673 -1.60214 0.48137
H -3.39681 -1.92158 0.40819
O -3.90211 -1.02092 0.29369
H 0.26483 -0.29178 3.79523
H 1.28751 0.42904 4.73996
O 0.66202 0.55465 4.08961
H -1.55918 -0.13253 1.91564
H -2.77243 0.13506 1.01853
O -2.16333 0.56329 1.76177
H -0.40509 2.71510 3.39756
H -1.44869 1.99003 2.49002
O -0.96288 2.77875 2.63520
H -0.53369 -1.76149 -1.75848
H -1.77934 -0.89113 -1.65489
O -0.91738 -1.08438 -1.23918
H -1.07230 4.90391 1.70295
H -1.70122 5.85453 0.62865
O -1.23126 5.09549 0.74103
H -3.76626 -0.98756 -1.78673
H -3.78694 -0.67906 -3.41078
O -3.21427 -0.90714 -2.56753
H 0.13470 -2.08162 2.98883
H -1.41490 -1.79539 3.45833
O -0.65164 -1.49849 2.91556
H 3.19074 -1.06989 -2.86020
H 3.91690 0.06203 -3.80631
O 3.75372 -0.21729 -2.91117
H -1.21672 -2.10596 -0.05196
H -1.07539 -2.24611 1.33337
O -1.68445 -2.52681 0.69073
H 1.59806 -4.92892 -3.55200
H 2.39103 -4.12558 -2.38332
O 2.21013 -4.29054 -3.28347
*
```

Mulliken population analysis, charges in e, atoms 1 to 2: number 1, C, carries -1.54; number 2, C, carries 0.11

=====

Q: What is the formula in the first record?
A: C6H40N2O13